Record 1
Computed, not measured: a cluster of 3 separate species, C27H33N5O4P2S in total, with ωB97M-V with the def2-TZVPD basis set.

Each line ends with the Mulliken charge.
Atoms and positions in Å:
C: 5.29893 -0.13393 1.34617  -0.641
C: 4.01087 -0.49288 1.30991  -0.288
C: 3.51790 -1.83635 0.86548  0.640
O: 3.00918 -2.64687 1.59567  -0.561
O: 3.67070 -2.04398 -0.46958  -0.147
C: 2.42662 -1.97510 -1.19993  -1.138
C: 1.86291 -0.55997 -1.25365  0.852
C: 0.67120 -0.53770 -2.21268  -0.983
C: -0.36061 0.57790 -1.98085  -0.746
C: 0.18156 1.93565 -1.51937  -0.939
C: 0.46200 2.16748 -0.02191  -0.671
C: -0.51691 1.52458 0.92336  0.293
N: -0.36559 0.24171 1.12630  0.077
C: -1.23889 -0.36481 1.97656  -0.088
C: -1.12760 -1.75020 2.19100  -1.018
C: -1.96866 -2.38233 3.05250  -0.211
C: -2.95939 -1.63854 3.75451  0.396
P: -4.05715 -2.45701 4.92886  0.846
N: -5.53450 -2.50217 4.50654  -0.806
O: -3.83300 -1.65021 6.30518  -0.528
O: -3.42364 -3.92740 5.17374  -0.564
C: -3.09075 -0.29808 3.53598  -0.386
C: -2.23805 0.36969 2.63651  0.173
N: -2.39688 1.70735 2.43958  -0.485
C: -1.55238 2.24586 1.60446  0.140
P: -1.78682 4.03936 1.34973  0.190
S: -2.80498 4.47150 -0.24090  -0.345
H: 6.09236 -0.79662 1.67167  0.291
H: 5.57556 0.87235 1.05057  0.255
H: 3.24533 0.22263 1.59904  0.312
H: 1.70618 -2.57811 -0.63947  0.372
H: 2.57899 -2.40023 -2.18797  0.429
H: 1.58696 -0.29239 -0.23803  -0.353
H: 2.66173 0.09277 -1.61450  0.240
H: 1.05979 -0.48916 -3.23238  0.383
H: 0.17790 -1.51160 -2.13367  0.333
H: -1.16075 0.19736 -1.34716  0.363
H: -0.83360 0.76573 -2.94747  0.412
H: 1.10449 2.12111 -2.07552  0.340
H: -0.52160 2.69280 -1.86752  0.437
H: 1.44886 1.81669 0.28057  0.097
H: 0.49260 3.24767 0.11954  0.485
H: -0.36521 -2.29663 1.65218  0.434
H: -1.91421 -3.44864 3.21858  0.602
H: -5.85655 -3.46205 4.45481  0.256
H: -3.04526 -1.96340 6.76596  0.338
H: -2.46123 -3.88815 5.25433  0.336
H: -3.84143 0.27244 4.06736  0.433
H: -2.38456 4.44416 2.55143  0.112
H: -0.50487 4.60814 1.40850  0.079
N: -4.69187 5.70946 -3.36446  -0.372
C: -5.46699 4.75034 -2.86305  0.121
C: -6.75817 4.49745 -3.30341  -0.631
C: -7.27432 5.28642 -4.31802  -0.188
C: -6.48108 6.29036 -4.84952  -0.382
C: -5.20221 6.45767 -4.33970  -0.191
H: -5.02545 4.15833 -2.06901  0.227
H: -7.34139 3.70224 -2.85974  0.340
H: -8.27807 5.12200 -4.68868  0.370
H: -6.84331 6.93067 -5.64219  0.341
H: -4.54842 7.23008 -4.73032  0.340
N: 6.64885 -5.15407 0.12853  -0.514
C: 7.60624 -5.71005 -0.61037  -0.345
C: 7.96782 -5.25597 -1.87001  -0.269
C: 7.29453 -4.16392 -2.39314  -0.607
C: 6.29375 -3.57369 -1.63851  -0.062
C: 6.01090 -4.10424 -0.38858  -0.364
H: 8.10701 -6.56354 -0.16603  0.373
H: 8.75639 -5.74681 -2.42394  0.362
H: 7.54631 -3.77894 -3.37327  0.384
H: 5.74081 -2.71982 -2.00409  0.358
H: 5.24113 -3.67449 0.23349  0.661

Forces on atoms 1 to 6 (eV/Å):
C -0.28 0.13 0.05
C 0.65 -0.06 -0.20
C -0.19 -0.45 1.67
O -0.09 0.13 -0.45
O -0.02 0.55 -0.27
C -0.58 -0.03 0.66

Results
- HOMO energy: -8.93 eV
- SMILES string: C=CC(=O)OCCCCCCc1nc2ccc(P(=N)(O)O)cc2nc1[PH2]=S.c1ccncc1.c1ccncc1
- Electronic energy: -2704.2659 Ha
- Lowest unoccupied orbital energy: -1.02 eV
- 2S+1: 1

***

Record 2
Computed, not measured: an isolated molecule of C27H33NO3, with ωB97M-V with the def2-TZVPD basis set.

Each line ends with the natural charge from an NBO analysis.
Atoms and positions in Å:
C: -3.99814 -1.85122 -3.30567  -0.628
C: -2.90746 -0.82994 -3.14017  -0.073
O: -1.91094 -1.37420 -2.23513  -0.526
C: -0.74636 -0.68913 -2.29970  0.825
C: 0.36313 -1.15944 -1.30395  -0.258
C: 0.05839 -2.63487 -1.21992  -0.605
C: 1.69051 -0.83509 -2.06908  0.639
C: 2.44373 -1.91965 -2.78183  -0.734
O: 2.21760 0.26125 -1.95642  -0.518
O: -0.55983 0.19575 -3.11653  -0.586
H: -4.82985 -1.37390 -3.82747  0.219
H: -3.62597 -2.65988 -3.94754  0.212
H: -4.36269 -2.26306 -2.35723  0.218
H: -2.41942 -0.62890 -4.10338  0.207
H: -3.22697 0.11010 -2.66869  0.187
H: -0.92803 -2.85526 -0.80580  0.254
H: 0.04947 -3.07231 -2.22193  0.214
H: 0.80264 -3.18228 -0.63038  0.205
H: 1.90242 -2.86800 -2.84522  0.217
H: 2.64727 -1.52196 -3.78581  0.252
H: 3.39482 -2.06420 -2.23632  0.247
C: 1.97591 0.98983 3.70792  -0.596
C: 2.91367 0.91059 2.50024  -0.087
C: 4.07378 1.88080 2.78032  -0.615
C: 3.48523 -0.48909 2.34356  -0.597
C: 2.14922 1.33522 1.21654  0.181
N: 2.39118 2.61889 0.81012  -0.555
C: 1.46348 3.04228 -0.12597  0.195
C: 0.60300 1.93668 -0.35211  -0.129
C: -0.54905 2.12452 -1.10449  -0.185
C: -0.59151 3.24597 -1.92911  -0.233
C: 0.36725 4.27435 -1.83905  -0.225
C: 1.41135 4.20083 -0.89719  -0.264
C: 1.09594 0.81864 0.37856  0.004
C: 0.50591 -0.59389 0.10904  -0.255
C: -0.73432 -0.77689 0.99380  -0.018
C: -1.59948 0.27881 1.30639  -0.204
C: -2.93575 0.01164 1.60206  -0.211
C: -3.37855 -1.29980 1.76324  -0.042
C: -4.84214 -1.58674 1.93099  -0.627
C: -2.44205 -2.33785 1.69487  -0.180
C: -1.11637 -2.06945 1.38789  -0.218
H: 1.09351 0.34817 3.59202  0.221
H: 2.51714 0.67414 4.61182  0.204
H: 1.64996 2.02437 3.88448  0.212
H: 4.80548 1.90246 1.96260  0.215
H: 3.72963 2.89803 3.00767  0.206
H: 4.60335 1.54562 3.68195  0.219
H: 4.14606 -0.53419 1.46718  0.216
H: 4.07868 -0.72993 3.23911  0.207
H: 2.69268 -1.23951 2.24638  0.207
H: 3.13441 3.23290 1.12227  0.413
H: -1.37915 1.41848 -1.01664  0.208
H: -1.38839 3.29277 -2.66699  0.210
H: 0.28090 5.13847 -2.49777  0.211
H: 2.14683 5.00035 -0.76446  0.209
H: 1.29466 -1.22902 0.53238  0.225
H: -1.26120 1.31025 1.29301  0.236
H: -3.64048 0.84323 1.66347  0.211
H: -4.98886 -2.62685 2.23379  0.213
H: -5.24260 -0.92817 2.70860  0.218
H: -5.44058 -1.41002 1.02254  0.218
H: -2.77111 -3.36800 1.83650  0.202
H: -0.36196 -2.86268 1.42067  0.210

Forces on atoms 1 to 6 (eV/Å):
C -0.09 -0.14 -0.19
C 0.25 0.04 0.26
O 0.54 0.53 -0.12
C 0.31 1.61 -0.35
C -0.66 0.21 -1.67
C 0.40 -1.51 -0.04

Results
- HOMO energy: -6.99 eV
- SMILES string: CCOC(=O)[C@@](C)(C(C)=O)[C@H](c1ccc(C)cc1)c1c(C(C)(C)C)[nH]c2ccccc12
- Electronic energy: -1329.0863 Ha
- Lowest unoccupied orbital energy: 0.64 eV
- Energy relative to the best compared isomer or geometry (same formula, charge and spin): 58.0 kJ/mol
- 2S+1: 1

***

So what do the calculations give for frontier orbital gap? Going down the list: 0.2905, 0.2803 Ha.